(w)
# C3H3IO

A cluster of 2 separate species, C3H3IO in total (wB97M-V/def2-TZVPD, the Open Molecules 2025 dataset).

Values from the calculation:
Gap between HOMO and LUMO (alpha / beta) (eV): 7.988 / 7.925

Structure (ORCA input):
```
! wB97M-V def2-TZVPD RIJCOSX def2/J DEFGRID3
* xyz 0 1
I 1.61386 -0.61615 1.73935
O 0.23672 -0.48327 -2.70468
C -1.10721 0.74427 1.02121
C -0.11949 -0.02621 0.58828
C 0.74086 -0.64833 -1.67106
H -0.99711 1.27158 1.87012
H -2.05363 0.79711 0.44366
H 1.68599 -1.03900 -1.28688
*
```

natural (NBO) population analysis, charges in e, atoms 1 to 4:
1 I 0.06
2 O -0.42
3 C -0.54
4 C -0.29

(x)
# C3H3IO

The molecule C3H3IO (wB97M-V/def2-TZVPD, the Open Molecules 2025 dataset).

Values from the calculation:
Gap between HOMO and LUMO (eV): 8.084

Structure (ORCA input):
```
! wB97M-V def2-TZVPD RIJCOSX def2/J DEFGRID3
* xyz 0 1
I -2.98861 0.37256 0.42459
O -2.70856 1.78649 -0.64116
C 1.51084 -0.34985 0.02945
C 0.11095 -0.25514 0.45922
C -1.04790 -0.62251 0.38309
H 2.00622 -1.27905 0.29273
H 2.06795 0.65557 0.06826
H 1.04910 -0.30808 -1.01618
*
```

natural (NBO) population analysis, charges in e, atoms 1 to 4:
1 I 1.28
2 O -1.01
3 C -0.71
4 C 0.02

Relative energies in eV: (w) 0.000; (x) 1.898